--- A ---
The following is a quantum chemistry calculation of C19H28F9N2O4P3Ti as an isolated structure, from the OMol25 dataset.

The LUMO energy (alpha / beta) comes out at 2.6 / 1.7 eV. Its spin multiplicity is 2. As for the net charge: -1. As for the expectation value of S²: 0.7556.

Each line ends with the Mulliken charge.
Cartesian coordinates (Å):
Ti 0.484 -0.218 0.176  -0.202
C -2.505 0.905 -2.690  -1.320
C -1.127 0.982 -2.109  0.753
O -1.005 0.502 -0.909  0.666
C -0.080 1.512 -2.794  -1.828
C 1.286 1.278 -2.419  0.992
C 2.367 1.831 -3.300  -1.524
N 1.591 0.495 -1.428  0.933
N 2.917 0.030 -1.420  -1.017
C 3.056 -0.865 -0.519  0.740
O 2.078 -1.288 0.251  -0.342
C 4.435 -1.363 -0.262  0.276
C 5.553 -0.749 -0.819  -0.416
C 6.822 -1.220 -0.522  -0.647
C 6.986 -2.305 0.333  -0.360
C 5.873 -2.919 0.886  -0.765
C 4.600 -2.446 0.590  -0.343
H -2.735 -0.149 -2.868  0.194
H -2.579 1.454 -3.627  0.404
H -3.245 1.287 -1.982  0.127
H -0.269 2.017 -3.731  0.395
H 1.954 2.549 -4.008  0.457
H 2.868 1.029 -3.842  0.283
H 3.121 2.313 -2.678  0.325
H 5.404 0.097 -1.476  0.450
H 7.689 -0.734 -0.952  0.373
H 7.980 -2.665 0.571  0.366
H 5.993 -3.768 1.548  0.382
H 3.718 -2.907 1.014  0.527
C -1.147 4.445 2.136  -1.478
P -1.573 3.102 0.950  1.029
C -2.789 4.047 -0.078  -1.413
C -2.783 2.215 2.038  -1.338
C -3.530 1.061 1.369  -1.382
P -2.723 -0.562 1.005  2.012
C -2.872 -1.476 2.573  -1.649
C -4.116 -1.311 0.037  -1.430
H -2.036 4.954 2.523  0.393
H -0.506 5.171 1.634  0.410
H -0.579 4.022 2.967  0.347
H -3.640 4.412 0.506  0.384
H -3.152 3.438 -0.907  0.289
H -2.267 4.903 -0.513  0.427
H -3.524 2.955 2.361  0.741
H -2.247 1.863 2.923  0.331
H -3.938 1.412 0.416  0.396
H -4.380 0.757 1.989  0.564
H -2.041 -1.226 3.229  0.321
H -2.833 -2.545 2.361  0.389
H -3.824 -1.241 3.056  0.503
H -4.851 -1.731 0.727  0.448
H -3.729 -2.099 -0.608  0.323
H -4.586 -0.549 -0.584  0.387
F 1.701 2.594 0.401  -0.287
C 1.617 1.420 1.112  0.955
F 2.921 1.103 1.377  -0.288
F 1.130 1.816 2.333  -0.243
O -0.804 0.119 1.575  -0.692
O 0.220 -0.793 1.941  -0.303
F 0.305 -1.739 -1.941  -0.390
P -0.410 -3.127 -1.458  1.395
F -1.845 -2.490 -1.884  -0.395
F -0.242 -3.758 -2.920  -0.413
F -0.589 -2.395 0.038  -0.444
F -1.163 -4.429 -0.898  -0.397
F 0.998 -3.707 -0.996  -0.379


--- B ---
The following is a quantum chemistry calculation of C19H28F9N2O4P3Ti as an isolated structure, from the OMol25 dataset.

The LUMO energy (alpha / beta) comes out at 2.6 / 1.5 eV. Its spin multiplicity is 2. As for the net charge: -1. As for the expectation value of S²: 0.7577.

Each line ends with the Mulliken charge.
Cartesian coordinates (Å):
Ti -0.212 0.816 -1.692  -0.422
C -3.177 3.184 -3.353  -1.621
C -2.014 3.002 -2.425  1.257
O -1.828 1.776 -2.026  -0.018
C -1.219 4.036 -2.012  -1.623
C -0.218 3.837 -1.018  1.295
C 0.205 5.012 -0.183  -1.455
N 0.228 2.646 -0.733  0.795
N 0.867 2.524 0.506  -1.042
C 0.277 1.513 1.115  0.460
O -0.566 0.722 0.578  -0.764
C 0.627 1.366 2.553  0.275
C 1.952 1.410 2.979  -0.189
C 2.257 1.269 4.325  -0.708
C 1.242 1.110 5.258  -0.457
C -0.083 1.091 4.838  -0.622
C -0.389 1.207 3.493  0.029
H -2.875 2.849 -4.349  0.285
H -3.496 4.223 -3.412  0.413
H -4.000 2.548 -3.030  0.317
H -1.426 5.042 -2.346  0.270
H -0.138 5.937 -0.643  0.452
H 1.288 5.025 -0.064  0.305
H -0.213 4.927 0.822  0.256
H 2.731 1.558 2.243  0.463
H 3.290 1.288 4.648  0.386
H 1.482 1.004 6.308  0.395
H -0.879 0.979 5.565  0.396
H -1.414 1.170 3.146  0.489
C -2.351 -3.167 1.246  -1.569
P -0.599 -2.645 1.097  1.361
C -0.264 -2.013 2.776  -1.516
C 0.398 -4.202 1.154  -1.124
C 1.838 -3.685 1.047  -0.954
P 1.733 -2.209 -0.110  1.446
C 1.477 -3.107 -1.659  -1.697
C 3.478 -1.659 -0.156  -1.515
H -2.621 -3.767 0.380  0.394
H -2.970 -2.270 1.231  0.379
H -2.536 -3.727 2.167  0.433
H -0.080 -2.832 3.476  0.539
H -1.131 -1.447 3.114  0.387
H 0.585 -1.332 2.776  0.189
H 0.144 -4.830 0.300  0.368
H 0.218 -4.772 2.069  0.505
H 2.535 -4.434 0.658  0.569
H 2.204 -3.350 2.020  0.322
H 2.244 -3.882 -1.732  0.441
H 1.529 -2.427 -2.505  0.358
H 0.490 -3.564 -1.672  0.380
H 4.148 -2.520 -0.234  0.421
H 3.714 -1.106 0.754  0.306
H 3.611 -0.998 -1.008  0.376
F 0.843 0.933 -4.518  -0.268
C 0.730 1.813 -3.480  0.794
F 2.017 2.151 -3.150  -0.282
F 0.236 2.939 -4.088  -0.251
O 1.332 -0.221 -0.956  -0.208
O 1.079 -0.357 -2.349  -0.549
F -1.577 -0.342 -3.667  -0.316
P -2.366 -1.501 -2.862  1.593
F -1.482 -0.959 -1.496  -0.482
F -3.523 -0.470 -2.460  -0.388
F -3.165 -1.963 -4.157  -0.342
F -3.044 -2.621 -1.924  -0.368
F -1.167 -2.527 -3.175  -0.348


--- C ---
The following is a quantum chemistry calculation of C19H28F9N2O4P3Ti as an isolated structure, from the OMol25 dataset.

The LUMO energy (alpha / beta) comes out at 2.5 / 1.8 eV. Its spin multiplicity is 2. As for the net charge: -1. As for the expectation value of S²: 0.7546.

Each line ends with the Mulliken charge.
Cartesian coordinates (Å):
Ti 0.186 -1.305 0.083  -0.209
C -0.085 -5.261 1.511  -1.615
C -0.452 -3.808 1.525  1.204
O -0.032 -3.139 0.517  -0.748
C -1.200 -3.237 2.530  -1.812
C -1.755 -1.935 2.403  1.387
C -2.783 -1.526 3.423  -1.569
N -1.460 -1.143 1.405  1.236
N -2.298 -0.011 1.286  -0.995
C -1.835 0.699 0.302  0.262
O -0.708 0.441 -0.305  -0.428
C -2.649 1.832 -0.229  0.369
C -2.268 2.426 -1.426  -0.034
C -3.005 3.481 -1.949  -0.913
C -4.122 3.946 -1.270  -0.402
C -4.508 3.348 -0.075  -0.697
C -3.777 2.292 0.445  -0.341
H -0.089 -5.615 0.482  0.320
H -0.758 -5.854 2.127  0.455
H 0.937 -5.365 1.881  0.289
H -1.512 -3.846 3.365  0.329
H -2.755 -2.203 4.274  0.471
H -3.779 -1.548 2.979  0.254
H -2.609 -0.503 3.753  0.311
H -1.412 2.026 -1.951  0.372
H -2.710 3.929 -2.889  0.412
H -4.700 4.768 -1.674  0.378
H -5.386 3.702 0.451  0.401
H -4.070 1.808 1.367  0.464
C 3.284 0.126 -2.955  -1.568
P 1.737 0.686 -2.154  1.526
C 1.081 1.760 -3.499  -1.489
C 2.496 1.969 -1.055  -1.628
C 1.540 2.618 -0.054  -0.979
P 1.099 1.656 1.436  1.587
C 2.564 1.761 2.509  -1.290
C -0.039 2.863 2.244  -1.377
H 3.865 0.972 -3.337  0.515
H 3.044 -0.550 -3.776  0.408
H 3.875 -0.444 -2.242  0.305
H 1.885 2.310 -3.997  0.426
H 0.361 2.479 -3.103  0.423
H 0.562 1.140 -4.229  0.354
H 2.944 2.744 -1.687  0.733
H 3.318 1.475 -0.530  0.357
H 0.593 2.886 -0.531  0.161
H 1.975 3.547 0.334  0.729
H 3.013 2.755 2.445  0.407
H 3.288 1.005 2.215  0.335
H 2.271 1.572 3.541  0.391
H 0.441 3.847 2.285  0.439
H -0.268 2.527 3.255  0.367
H -0.972 2.939 1.687  0.294
F -2.404 -1.070 -1.719  -0.265
C -1.333 -1.910 -1.485  0.709
F -1.921 -3.140 -1.374  -0.301
F -0.691 -1.954 -2.716  -0.318
O 1.680 -0.179 0.776  -0.230
O 1.180 -1.150 1.696  -0.440
F 1.818 -2.184 -1.170  -0.560
P 3.040 -3.418 -1.185  1.649
F 3.294 -3.020 -2.720  -0.379
F 2.745 -3.729 0.360  -0.353
F 4.100 -2.288 -0.731  -0.361
F 1.929 -4.478 -1.636  -0.390
F 4.194 -4.520 -1.239  -0.333


What are the relative energies? In kJ/mol: A 0.0; B 92.8; C 16.6.


--- A ---
The following is a quantum chemistry calculation of a 3-piece molecular cluster, C3H11NO2 overall, from the OMol25 dataset.

The LUMO energy (alpha / beta) comes out at -4.3 / -8.2 eV. Its spin multiplicity is 2. As for the net charge: +1. As for the expectation value of S²: 0.7678.

Each line ends with the Mulliken charge.
Cartesian coordinates (Å):
C -1.062 -0.020 2.145  -1.257
C -0.011 0.263 1.063  1.070
C 0.040 1.484 0.425  -1.063
N 0.714 -0.838 0.641  -0.144
H -1.405 -1.028 2.257  0.399
H -1.970 0.546 2.011  0.358
H -0.658 0.278 3.083  0.362
H 0.649 1.740 -0.442  0.490
H -0.612 2.351 0.678  0.332
H 0.897 -1.667 1.058  0.190
H 1.389 -0.621 -0.080  0.205
H -0.741 0.624 -1.437  0.327
H -0.182 0.477 -2.889  0.379
O -0.860 0.165 -2.343  -0.717
H 2.106 -1.174 -1.956  0.325
H 0.463 -1.007 -2.021  0.386
O 1.242 -1.572 -2.195  -0.643


--- B ---
The following is a quantum chemistry calculation of a 3-piece molecular cluster, C3H11NO2 overall, from the OMol25 dataset.

The LUMO energy (alpha / beta) comes out at -5.3 / -8.8 eV. Its spin multiplicity is 2. As for the net charge: +1. As for the expectation value of S²: 0.7605.

Each line ends with the Mulliken charge.
Cartesian coordinates (Å):
C -2.532 -1.241 -0.427  -0.878
C -1.776 0.110 -0.404  -0.405
C -1.651 0.978 1.879  -0.076
N -2.160 0.956 0.740  0.088
H -2.084 -2.052 -1.011  0.316
H -2.726 -1.586 0.583  0.332
H -3.507 -0.991 -0.853  0.319
H -2.056 0.713 -1.282  0.300
H -0.669 0.086 -0.410  0.386
H -0.789 0.327 2.094  0.290
H -1.855 1.655 2.722  0.317
H 3.938 1.852 -0.852  0.307
H 3.520 0.260 -0.988  0.356
O 4.006 1.018 -1.330  -0.644
H 2.833 -1.972 -0.782  0.347
H 2.941 -1.762 0.633  0.340
O 2.475 -1.358 -0.116  -0.695


What are the relative energies? In kJ/mol: A 0.0; B 91.5.


--- A ---
The following is a quantum chemistry calculation of one molecule with the formula C5H8N2OS2, from the OMol25 dataset.

The LUMO energy comes out at 0.6 eV.

Each line ends with the Mulliken charge.
Cartesian coordinates (Å):
C 0.336 0.608 -0.526  -1.011
C 0.112 -0.751 0.206  0.350
C 0.882 -0.880 1.504  -1.475
S -1.700 -1.071 0.544  -0.123
N -2.373 -0.601 -0.925  0.456
N -2.904 0.582 -1.197  -0.683
C -3.528 0.580 -2.378  -0.224
S -3.549 -1.033 -3.180  -0.119
C -2.584 -1.734 -1.911  0.569
O -2.176 -2.828 -1.756  -0.478
H 0.208 1.495 0.141  0.272
H 1.354 0.521 -1.200  0.301
H -0.404 0.646 -1.362  0.291
H 0.573 -1.549 -0.415  0.223
H 0.448 -1.688 1.984  0.458
H 0.869 -0.037 2.282  0.269
H 1.854 -0.923 1.164  0.437
H -4.092 1.360 -2.732  0.487


--- B ---
The following is a quantum chemistry calculation of C5H8N2OS2 as an isolated structure, from the OMol25 dataset.

The LUMO energy comes out at -0.6 eV.

Each line ends with the Mulliken charge.
Cartesian coordinates (Å):
C -3.592 0.722 1.221  -0.345
C -3.048 -0.276 0.485  0.059
C 1.365 -1.061 -0.031  -1.235
C -0.312 0.789 -0.388  -1.192
C -0.049 -0.693 -0.471  0.398
N -4.711 1.200 0.682  -0.276
N -5.048 0.702 -0.399  -0.229
O -1.451 -2.878 0.203  -0.520
S -4.006 -0.503 -0.917  0.110
S -1.109 -1.564 0.776  0.545
H -3.331 0.905 2.242  0.405
H 1.708 -0.583 0.966  0.298
H 1.438 -2.238 0.013  0.349
H 2.007 -0.914 -0.946  0.383
H -0.738 1.141 0.611  0.280
H -1.192 1.063 -1.084  0.297
H 0.527 1.304 -0.874  0.382
H -0.195 -0.952 -1.531  0.292


What are the relative energies? In kJ/mol: A 0.0; B 220.6.